55
Properties=species:S:1:pos:R:3:lowdin_spin:R:1 method="wB97M-V/def2-TZVPD" s_squared=3.782 homo_lumo_gap_ha="0.2453 / 0.2508" e_above_lowest_ev=0.000 multiplicity=4 lumo_ha="-0.125 / -0.144" homo_ev="-10.09 / -10.74" total_charge=+1 e_tot_ev=-105532.630
Mo -0.5494 0.1671 -0.3144 2.4685
C 3.0846 -1.5375 1.1515 0.0025
C 2.4032 -2.7920 0.5972 0.0048
C 3.0549 -3.1930 -0.7259 0.0003
C 0.9119 -2.5714 0.5083 0.0441
C 0.1365 -2.8616 1.6301 0.0401
C -1.2482 -2.8367 1.5891 0.0422
C -1.9161 -2.5424 0.4074 0.0400
C -3.3996 -2.6945 0.3232 0.0052
C -1.1610 -2.1540 -0.7191 0.0071
C 0.2560 -2.1597 -0.6655 0.0035
H 4.1571 -1.6961 1.2201 0.0002
H 2.7018 -1.2858 2.1376 -0.0001
H 2.8955 -0.7010 0.4860 0.0001
H 2.5623 -3.6094 1.3102 0.0012
H 3.1061 -2.3499 -1.4123 0.0001
H 2.5191 -4.0089 -1.2051 -0.0001
H 4.0712 -3.5284 -0.5321 0.0000
H 0.6277 -3.1798 2.5379 0.0013
H -1.8156 -3.1009 2.4692 0.0010
H -3.6658 -3.7443 0.4390 0.0025
H -3.7839 -2.3462 -0.6327 0.0003
H -3.8850 -2.1399 1.1247 0.0009
H -1.6522 -2.1619 -1.6962 0.0056
H 0.8093 -2.1278 -1.6027 0.0029
S -0.8187 1.7617 3.1080 0.0220
Sb 1.0014 2.5709 1.6338 0.0399
S 0.1133 0.2315 2.0671 -0.0020
S -0.5102 2.7147 -0.2040 -0.0084
Cl 4.1701 3.5797 -4.7587 0.0014
C 3.3317 2.6903 -3.5517 0.0067
C 3.8835 2.6108 -2.2650 0.0079
C 3.2193 1.9118 -1.2929 0.0035
Cl 3.8366 1.8694 0.3164 0.0018
C 1.9802 1.2607 -1.5323 0.0114
O 1.4365 0.5910 -0.5768 0.0473
C 1.4037 1.4080 -2.8337 0.0112
C 0.1056 0.9099 -3.1391 0.0276
O -0.7188 0.3939 -2.3528 0.0519
C 2.1222 2.1035 -3.8304 0.0066
H 4.8084 3.1126 -2.0341 0.0003
H -0.2051 1.0108 -4.1874 -0.0001
H 1.6899 2.2018 -4.8129 0.0000
S -2.8519 0.3852 0.4349 0.0518
C -3.6781 1.6090 -0.4059 0.0161
N -4.2696 2.5755 0.3401 0.0099
C -5.1163 3.4826 -0.1790 0.0030
C -5.4105 3.4617 -1.5132 0.0060
C -4.7970 2.4951 -2.3338 0.0042
C -3.9250 1.5883 -1.7872 0.0047
H -4.0605 2.5706 1.3350 0.0012
H -5.5439 4.1966 0.5096 0.0001
H -6.1075 4.1721 -1.9242 0.0003
H -5.0376 2.4595 -3.3860 0.0002
H -3.4425 0.8246 -2.3812 -0.0003

41
Properties=species:S:1:pos:R:3:mulliken_charge:R:1 method="wB97M-V/def2-TZVPD" homo_lumo_gap_ha=0.2675 e_above_lowest_ev=3.935 lumo_ha=-0.159 homo_ev=-11.60 total_charge=+1 e_tot_ev=-41380.982
K 0.1700 0.3883 0.7665 0.9982
C 1.4618 -8.3050 1.5760 -0.3368
C 1.7023 -7.1660 0.5903 -0.3805
O 1.1172 -6.0963 1.1985 -0.5097
O 0.2494 -8.9871 1.3861 -0.5387
H 1.5358 -7.9475 2.6031 0.2356
H 2.1716 -9.1307 1.6271 0.3550
H 1.2737 -7.4363 -0.3747 0.2919
H 2.7850 -7.0444 0.5575 0.2597
H 1.7227 -5.8411 1.8984 0.3140
H 0.0962 -9.7203 1.9866 0.3092
C -5.0086 -1.9652 -2.4305 -0.3882
C -4.6066 -3.4874 -2.7468 -0.3330
O -5.4854 -4.3085 -2.0113 -0.4623
O -4.6325 -1.6594 -1.1476 -0.5342
H -6.0788 -1.7925 -2.5441 0.2885
H -4.3914 -1.3721 -3.1054 0.2698
H -3.5323 -3.6642 -2.6949 0.2514
H -4.9109 -3.6278 -3.7841 0.3021
H -5.3823 -4.0631 -1.0889 0.2862
H -5.2031 -1.9695 -0.4407 0.3196
C 5.0533 5.2264 3.4395 -0.3125
C 4.3978 6.5719 3.5845 -0.4624
O 3.8600 7.0878 2.3217 -0.5023
O 4.1763 4.2148 2.9105 -0.5074
H 5.6145 4.8679 4.3024 0.3645
H 5.8129 5.3306 2.6648 0.2585
H 5.2166 7.2550 3.8104 0.2842
H 3.6357 6.6546 4.3593 0.2803
H 3.2040 6.4529 2.0245 0.3035
H 4.7080 3.4175 2.9672 0.2937
C -1.6284 5.1026 -1.9371 -0.3789
C -0.7919 4.8375 -3.2048 -0.3763
O -0.2905 3.5476 -3.1289 -0.5271
O -0.8237 5.3728 -0.7606 -0.5344
H -2.2422 4.2467 -1.6564 0.2780
H -2.2795 5.9568 -2.1233 0.3133
H 0.0341 5.5414 -3.3062 0.2872
H -1.3866 4.8234 -4.1182 0.3298
H 0.0629 3.3028 -3.9872 0.3080
H -1.3872 5.3851 0.0165 0.3026

8
Properties=species:S:1:pos:R:3:mulliken_charge:R:1 method="wB97M-V/def2-TZVPD" smiles=C#CCSCl homo_lumo_gap_ha=0.3270 e_above_lowest_ev=2.548 lumo_ha=-0.019 homo_ev=-9.42 e_tot_ev=-26513.415
C -2.0731 -0.0299 -0.5576 0.0454
C -0.9312 -0.2167 -0.3298 -0.5281
C 0.9144 0.0288 -0.3315 -0.4520
S 1.2747 0.9166 1.1861 0.0833
Cl 1.4386 -0.6689 2.5780 -0.1551
H -3.0599 0.1681 -0.8303 0.4073
H 0.9170 0.7035 -1.1592 0.2642
H 1.5196 -0.9015 -0.5557 0.3350

114
Properties=species:S:1:pos:R:3:mulliken_charge:R:1 method="wB97M-V/def2-TZVPD" homo_lumo_gap_ha=0.2492 lumo_ha=-0.037 homo_ev=-7.80 e_tot_ev=-88115.064
C -3.3665 4.4114 -1.2716 -0.8644
C -4.8472 3.8014 -1.4398 0.0284
P -4.8763 2.3228 -0.2302 0.5695
C -6.2740 2.5710 1.0496 -1.2326
C -5.1729 0.7121 -1.1954 0.4391
C -6.2281 0.4781 -2.2792 0.6781
Si -7.5003 1.7677 -2.8097 0.4868
C -9.1542 1.0516 -3.5345 -1.1122
C -8.1700 2.9838 -1.5187 -0.9627
C -6.7399 2.7192 -4.3186 -1.2650
C -6.1580 -0.8539 -2.9382 -0.3556
B -7.0736 -1.3186 -4.1666 0.4453
C -7.7726 -2.7778 -4.2507 -0.9196
O -7.2995 -0.4851 -5.2996 -0.5783
C -5.1504 -1.9103 -2.5158 0.0636
N -4.9894 -3.1861 -3.0331 -0.4828
S -3.7882 -3.9648 -2.1978 0.1036
N -3.3080 -2.7654 -1.0928 -0.6590
C -4.1414 -1.6966 -1.4077 0.4701
C -4.1901 -0.3085 -0.7793 -0.3266
C -3.1118 -0.0268 0.3627 -1.6190
C -1.7366 0.5739 -0.1965 0.2197
O -0.6508 -0.3188 0.1368 -0.6040
C -1.7383 0.6877 -1.7835 -0.4054
N -0.4269 1.3493 -2.1975 -0.6785
H -3.2198 5.3605 -1.8666 0.3133
H -2.6864 3.6054 -1.6901 -0.0024
H -3.1304 4.5005 -0.1789 0.3519
H -4.9071 3.4797 -2.5094 -0.2050
H -5.5609 4.6117 -1.1463 0.3438
H -7.0467 1.7527 0.9655 0.2738
H -6.8022 3.5238 0.7621 0.3561
H -5.8717 2.6876 2.0877 0.4050
H -9.0590 1.0029 -4.6576 0.2899
H -10.0292 1.7197 -3.3296 0.3574
H -9.2972 0.0408 -3.0667 0.2787
H -9.1790 3.3816 -1.8485 0.3972
H -7.5513 3.8890 -1.3097 0.2113
H -8.4099 2.3816 -0.5896 0.2569
H -6.9851 3.8157 -4.2249 0.3509
H -7.1909 2.3652 -5.2893 0.4070
H -5.6352 2.5246 -4.3737 0.3455
H -8.0148 -3.2055 -3.2450 0.2634
H -8.6330 -2.7702 -4.9717 0.2656
H -6.9823 -3.4377 -4.7303 0.2799
H -6.5137 0.0984 -5.3182 0.3397
H -2.8644 -1.0392 0.8031 0.5639
H -3.5388 0.5710 1.2117 0.4018
H -1.4750 1.5730 0.2494 0.3501
H -0.6006 -0.9999 -0.5589 0.3215
H -2.5494 1.3768 -2.1586 0.0409
H -1.8108 -0.3236 -2.2727 0.3707
H -0.3215 1.0854 -3.1836 0.2999
H -0.6712 2.3497 -2.2300 0.3023
C 0.7323 -2.2248 -3.7946 0.1576
O 0.5394 -1.4908 -4.7493 -0.6477
N 1.8848 -2.3148 -3.0964 0.1817
C 2.0366 -3.2185 -1.9715 -0.8571
C 3.0076 -1.4807 -3.4834 -0.9264
H -0.0538 -2.8996 -3.4144 0.2519
H 2.2786 -2.6367 -1.0780 0.2668
H 2.8477 -3.9162 -2.1833 0.3815
H 1.1167 -3.7789 -1.7956 0.3195
H 2.7137 -0.4304 -3.4179 0.2926
H 3.2814 -1.7028 -4.5165 0.3124
H 3.8590 -1.6656 -2.8315 0.2835
C 5.5908 -4.7735 -1.8653 0.0922
O 4.8194 -4.0543 -2.4809 -0.5569
N 5.8709 -4.6694 -0.5485 0.1479
C 6.8025 -5.5655 0.1130 -0.7388
C 5.2194 -3.6289 0.2277 -0.5365
H 6.1371 -5.5934 -2.3589 0.2322
H 6.2797 -6.0976 0.9121 0.2881
H 7.6175 -4.9831 0.5369 0.2347
H 7.2094 -6.2906 -0.5930 0.2851
H 4.1368 -3.7658 0.1741 0.1872
H 5.4692 -2.6542 -0.1959 0.2793
H 5.5439 -3.6702 1.2642 0.0875
C 8.3860 -3.7448 3.0204 0.0514
O 7.7873 -3.4621 1.9935 -0.5608
N 7.8087 -3.9880 4.2157 0.1642
C 8.5862 -4.3192 5.3995 -0.8853
C 6.3637 -3.9166 4.3239 -0.9172
H 9.4844 -3.8249 3.0476 0.2688
H 8.2801 -5.3032 5.7620 0.2961
H 8.3973 -3.5729 6.1708 0.4220
H 9.6525 -4.3373 5.1717 0.2681
H 5.9149 -4.6383 3.6374 0.2501
H 6.0305 -2.9149 4.0435 0.3167
H 6.0485 -4.1357 5.3428 0.3463
C 8.9579 -2.6073 8.8169 0.1557
O 8.3362 -3.3282 8.0549 -0.6483
N 8.4421 -1.5495 9.4827 0.1145
C 9.2439 -0.7351 10.3749 -0.9246
C 7.0401 -1.2191 9.2977 -0.9224
H 10.0270 -2.7707 9.0273 0.2789
H 8.8127 -0.7710 11.3778 0.3418
H 9.2439 0.2965 10.0160 0.3443
H 10.2705 -1.0987 10.4150 0.2892
H 6.4272 -2.0718 9.5964 0.2913
H 6.8558 -1.0102 8.2421 0.2797
H 6.7729 -0.3490 9.8952 0.3768
C -1.7893 7.9602 -2.4648 0.1079
O -2.9228 7.6521 -2.1481 -0.5991
N -0.7475 8.0854 -1.6081 0.1199
C 0.5794 8.4566 -2.0578 -0.9293
C -0.9684 7.8395 -0.1944 -0.8200
H -1.5150 8.1679 -3.5120 0.3040
H 1.2817 7.6609 -1.7987 0.3422
H 0.8802 9.3825 -1.5620 0.3346
H 0.5951 8.6086 -3.1368 0.2920
H -1.3295 6.8180 -0.0588 0.1766
H -1.7288 8.5298 0.1764 0.3051
H -0.0439 7.9782 0.3642 0.3810

52
Properties=species:S:1:pos:R:3:mulliken_charge:R:1 method="wB97M-V/def2-TZVPD" homo_lumo_gap_ha=0.2891 e_above_lowest_ev=0.894 lumo_ha=0.106 homo_ev=-5.00 total_charge=-1 e_tot_ev=-80685.519
Au -0.3881 -0.3360 0.3034 0.1775
C 2.1805 -2.1090 1.8195 -0.9517
Si 2.7364 -1.2629 0.2440 -0.0814
C 4.4361 -0.7135 0.6951 -1.2607
C 2.9222 -2.4803 -1.2254 -1.0018
N 1.5771 0.0305 -0.0502 -0.0165
C 2.1220 1.2688 -0.3452 1.0115
C 3.2077 1.2694 -1.2091 -0.3573
C 3.8048 2.4528 -1.7158 -0.7125
C 3.3577 3.6853 -1.2533 -0.6474
C 2.2574 3.7046 -0.4497 -0.3104
C 1.6885 2.5539 0.0321 -0.1974
O 0.6757 2.6131 0.9685 -0.5128
C -0.5551 2.7785 0.4896 -0.0964
C -1.5960 2.8626 1.4708 -0.4912
C -2.9405 2.9180 1.1136 -0.5681
C -3.2912 3.0146 -0.2738 -0.2258
C -2.2751 3.1051 -1.1663 -0.6121
C -0.9357 2.9014 -0.8213 0.3880
H 2.8884 -2.8273 2.2573 0.3723
H 1.1375 -2.5565 1.6334 0.1344
H 1.9495 -1.3962 2.5967 0.3042
H 5.1058 -1.5178 0.7372 0.4860
H 4.4546 -0.2693 1.7363 0.2300
H 4.8779 -0.0203 0.0443 0.4642
H 3.5742 -3.2800 -0.8445 0.3076
H 3.5122 -2.0549 -2.0878 0.3187
H 1.9857 -2.7917 -1.7082 0.3181
H 3.3350 0.3335 -1.7847 0.3571
H 4.6326 2.3625 -2.3916 0.4021
H 3.9254 4.5833 -1.4292 0.3578
H 1.8239 4.5479 -0.0044 0.5295
H -1.3626 2.7790 2.5214 0.3901
H -3.7308 3.1055 1.8457 0.3465
H -4.3743 2.8602 -0.5213 0.3120
H -2.4694 3.0896 -2.2507 0.2235
H -0.2572 2.8562 -1.6447 0.4060
F -2.1526 -1.5638 -2.1204 -0.1303
C -3.1178 -0.8735 -1.6207 0.4335
F -2.9153 0.4731 -1.9232 -0.1548
F -4.1928 -1.2425 -2.2844 -0.2529
S -3.5878 -1.0748 0.1535 1.2374
O -2.3498 -0.8620 0.8906 -0.5724
O -4.6599 -0.1485 0.4378 -0.6120
N -4.1381 -2.5251 0.1394 -0.5678
S -3.2842 -3.8466 0.1962 1.0862
O -1.8723 -3.6957 -0.0287 -0.5716
O -3.9313 -4.8560 -0.5476 -0.6470
C -3.4107 -4.3548 2.0366 0.6345
F -2.8700 -5.5604 2.0158 -0.2216
F -2.8413 -3.4730 2.8291 -0.2028
F -4.6691 -4.4571 2.4943 -0.2521